Density functional theory data (ωB97M-V with the def2-TZVPD basis set) for C7H8O2 as an isolated structure in a non-equilibrium geometry.

Geometry as XYZ:
```
17
Properties=species:S:1:pos:R:3:lowdin_charge:R:1
H 0.710 -2.201 -0.332 0.144
H 2.484 1.146 -0.171 0.157
C -0.897 0.789 0.077 -0.322
H 1.147 -0.353 1.975 0.125
H 0.509 2.293 0.738 0.140
H -1.779 -2.571 0.017 0.065
C -0.847 -0.727 0.047 -0.153
O 1.271 -0.339 -1.074 -0.031
C 1.509 -0.523 0.975 -0.044
O -1.965 1.378 0.083 0.090
C 0.594 -1.165 -0.081 -0.229
H 2.433 -1.100 0.978 0.127
C 1.564 0.565 0.003 -0.353
H -2.912 -1.122 -0.032 0.074
C 0.420 1.512 -0.026 -0.060
H 0.403 1.987 -1.015 0.147
C -1.916 -1.516 -0.033 0.124
```

The value obtained for the relative energy (zero: lowest compared OMol25 entry of this formula, charge and spin) is 175.2 kJ/mol. The value obtained for the largest force on an atom is 0.057 Eh/bohr. The HOMO-LUMO gap comes out at 9.98 eV. As for the total energy: -11481.7440 eV.

Density functional theory data (ωB97M-V with the def2-TZVPD basis set) for an isolated molecule of C7H8O3S in a non-equilibrium geometry.

Geometry as XYZ:
```
19
Properties=species:S:1:pos:R:3:lowdin_charge:R:1
O 3.718 -1.349 -0.345 -0.359
C 1.595 0.138 0.044 -0.332
H -0.899 2.518 -0.070 0.150
C -0.361 1.511 -0.037 0.005
C 1.013 1.399 0.009 -0.062
H -3.192 -1.144 -1.022 0.096
H -1.187 -1.803 -0.071 0.112
S 3.349 -0.021 0.121 0.727
H 3.590 -0.014 1.451 0.076
H -3.285 -1.150 0.757 0.098
H 1.618 2.310 0.029 0.122
O -2.504 0.592 -0.098 -0.070
C -3.364 -0.527 -0.142 -0.081
C 0.803 -1.004 0.019 -0.053
C -0.579 -0.898 -0.018 -0.007
H -4.377 -0.137 -0.173 0.093
H 1.294 -1.981 0.019 0.120
O 3.939 1.194 -0.424 -0.358
C -1.172 0.365 -0.048 -0.276
```

The value obtained for the relative energy (zero: lowest compared OMol25 entry of this formula, charge and spin) is 111.8 kJ/mol. The value obtained for the largest force on an atom is 0.035 Eh/bohr. The HOMO-LUMO gap comes out at 9.87 eV. The SMILES is COc1ccc([SH](=O)=O)cc1. As for the total energy: -24365.0147 eV.

Density functional theory data (ωB97M-V with the def2-TZVPD basis set) for an isolated molecule of C7H8O5 in a non-equilibrium geometry.

Geometry as XYZ:
```
20
Properties=species:S:1:pos:R:3:lowdin_charge:R:1
O -1.789 -1.829 -0.911 0.131
C -3.471 -0.451 0.347 -0.421
O 0.945 0.118 0.333 -0.116
H 4.240 -0.278 0.109 0.077
C -0.015 0.512 -0.645 -0.138
C -2.119 -0.711 -0.283 -0.196
O -4.361 -1.180 0.289 0.227
O -3.444 0.765 0.928 0.176
C 2.214 0.094 -0.298 -0.295
O -1.983 2.446 0.874 0.236
C -2.223 1.356 0.610 -0.401
H 0.097 -0.139 -1.513 0.132
C -1.399 0.367 -0.120 -0.022
H 0.166 1.562 -0.895 0.139
C 3.328 -0.140 0.693 -0.073
H 2.242 -0.695 -1.059 0.121
H 3.519 0.711 1.339 0.076
H -1.557 -2.498 -0.251 0.150
H 2.402 1.046 -0.806 0.121
H 3.209 -1.056 1.261 0.076
```

The value obtained for the relative energy (zero: lowest compared OMol25 entry of this formula, charge and spin) is 43.4 kJ/mol. The value obtained for the largest force on an atom is 0.078 Eh/bohr. The HOMO-LUMO gap comes out at 10.09 eV. The SMILES is CCOCC1=C(O)C(=O)OC1=O. As for the total energy: -17625.1955 eV.

Density functional theory data (ωB97M-V with the def2-TZVPD basis set) for an isolated molecule of C7H8OSi in a non-equilibrium geometry.

Geometry as XYZ:
```
17
Properties=species:S:1:pos:R:3:lowdin_charge:R:1
H -2.900 -1.728 0.090 -0.050
C -0.355 0.007 0.255 -0.289
H -0.996 -1.180 -2.938 0.076
H 3.196 1.406 1.324 0.128
H 1.295 2.894 -0.044 0.109
C 1.812 -0.150 1.431 -0.083
C 1.174 1.863 0.316 -0.091
C 2.169 1.074 0.955 -0.077
C 0.006 1.344 -0.143 -0.117
O -1.596 -2.786 -2.046 -0.050
Si -2.080 -0.687 -0.416 0.794
H 0.194 -1.607 1.263 0.078
C -1.501 -1.590 -2.028 -0.384
H -0.595 1.964 -0.638 0.048
C 0.562 -0.659 1.028 -0.109
H 2.425 -0.724 1.997 0.070
H -2.811 0.559 -0.404 -0.053
```

The value obtained for the relative energy (zero: lowest compared OMol25 entry of this formula, charge and spin) is 142.3 kJ/mol. The value obtained for the largest force on an atom is 0.098 Eh/bohr. The HOMO-LUMO gap comes out at 9.57 eV. The SMILES is O=C[SiH2]c1ccccc1. As for the total energy: -17311.5183 eV.

Density functional theory data (ωB97M-V with the def2-TZVPD basis set) for a 2-piece molecular cluster, C7H8S overall in a non-equilibrium geometry.

Geometry as XYZ:
```
16
Properties=species:S:1:pos:R:3:lowdin_charge:R:1
C 1.852 0.168 0.743 -0.718
H -1.543 3.074 -0.181 0.048
H 1.910 -1.581 -1.940 0.051
H -0.261 -2.017 0.803 0.052
C -1.102 -1.308 0.925 -0.115
S 2.059 1.398 1.649 0.763
H -1.111 -1.282 2.110 0.133
C -1.022 2.338 -0.701 -0.103
H 0.017 2.537 -0.676 0.057
H 1.411 -2.624 -0.530 0.063
C 1.701 -0.632 -0.222 -0.208
C 1.644 -1.686 -0.948 0.050
C -0.903 -0.040 0.293 -0.161
H -1.979 -1.765 0.534 0.065
H -1.507 2.348 -1.786 0.133
C -1.167 1.073 -0.074 -0.110
```

The value obtained for the relative energy (zero: lowest compared OMol25 entry of this formula, charge and spin) is 466.2 kJ/mol. The value obtained for the largest force on an atom is 0.071 Eh/bohr. The HOMO-LUMO gap comes out at 7.20 eV. The SMILES is C=C=C=S.CC#CC. As for the total energy: -18218.4808 eV.

Density functional theory data (ωB97M-V with the def2-TZVPD basis set) for an isolated molecule of C7H8S in a non-equilibrium geometry.

Geometry as XYZ:
```
16
Properties=species:S:1:pos:R:3:lowdin_charge:R:1
S -0.062 -0.972 -1.250 0.813
C 0.624 1.499 -0.127 -0.149
H -2.232 -2.242 -0.616 0.103
H 2.410 0.580 1.220 0.126
H -1.634 -0.742 0.744 0.102
C -1.687 2.442 -1.203 0.054
C 2.164 -1.657 1.066 -0.018
C -0.644 1.970 -0.698 -0.206
H -2.831 3.045 -1.298 0.135
C -1.704 -1.072 -0.452 -0.465
H 1.489 -2.455 0.609 0.058
C 0.765 0.171 -0.073 -0.540
H 2.941 -2.168 1.693 0.067
C 1.829 -0.369 0.876 -0.198
H 1.086 2.364 0.347 0.116
H -2.514 -0.395 -0.840 0.002
```

The value obtained for the relative energy (zero: lowest compared OMol25 entry of this formula, charge and spin) is 502.2 kJ/mol. The value obtained for the largest force on an atom is 0.097 Eh/bohr. The HOMO-LUMO gap comes out at 8.62 eV. The SMILES is C#C/C=C(/C=C)SC. As for the total energy: -18218.1082 eV.

Density functional theory data (ωB97M-V with the def2-TZVPD basis set) for a 2-piece molecular cluster, C7H8Si overall in a non-equilibrium geometry.

Geometry as XYZ:
```
16
Properties=species:S:1:pos:R:3:lowdin_charge:R:1
H -3.203 -1.596 -1.071 0.049
C 2.928 -1.075 -0.293 -0.315
H -4.165 -0.004 -1.015 0.107
C -2.259 -0.183 0.219 -0.287
Si 1.952 0.151 0.754 0.673
H 3.818 -3.054 -1.105 0.046
H 1.401 -0.264 2.052 -0.072
C -1.614 0.869 -0.195 0.062
C 2.885 2.917 0.285 -0.012
C 2.732 1.739 0.353 -0.343
H -1.498 1.471 -1.048 0.013
C 3.361 -2.145 -0.647 -0.010
C -3.569 -0.832 -0.401 -0.112
H 3.614 3.724 0.458 0.047
H -2.109 -0.543 1.319 0.109
H -4.275 -1.177 0.335 0.043
```

The value obtained for the relative energy (zero: lowest compared OMol25 entry of this formula, charge and spin) is 269.8 kJ/mol. The value obtained for the largest force on an atom is 0.081 Eh/bohr. The HOMO-LUMO gap (spin up / spin down) comes out at 7.79 / 7.14 eV. As for the total energy: -15257.0077 eV.

Density functional theory data (ωB97M-V with the def2-TZVPD basis set) for an isolated molecule of C7H9BO3 in a non-equilibrium geometry.

Geometry as XYZ:
```
20
Properties=species:S:1:pos:R:3:lowdin_charge:R:1
C 1.019 1.954 0.897 -0.082
H -3.004 1.106 0.215 0.100
O 1.688 -2.013 -2.128 0.164
H 1.144 2.921 1.343 0.102
C 0.720 -0.414 -0.381 -0.036
H -3.609 -0.543 0.709 0.107
H 2.783 -0.427 -0.860 0.118
O -0.410 -2.616 -1.029 0.128
C 1.979 0.116 -0.377 -0.039
O -1.623 -0.480 0.223 -0.119
C -2.765 0.182 0.756 -0.067
H 1.541 -2.928 -2.450 0.130
B 0.673 -1.739 -1.265 -0.574
C -0.407 0.186 0.203 -0.198
C 2.124 1.303 0.330 -0.068
H 3.117 1.726 0.420 0.099
H -1.039 -2.107 -0.474 0.074
H -1.092 1.957 1.202 0.107
H -2.620 0.409 1.812 0.090
C -0.219 1.408 0.851 -0.037
```

The value obtained for the relative energy (zero: lowest compared OMol25 entry of this formula, charge and spin) is 39.0 kJ/mol. The value obtained for the largest force on an atom is 0.063 Eh/bohr. The HOMO-LUMO gap comes out at 9.38 eV. The SMILES is COc1ccccc1B(O)O. As for the total energy: -14226.2498 eV.

Density functional theory data (ωB97M-V with the def2-TZVPD basis set) for an isolated molecule of C7H9Br in a non-equilibrium geometry.

Geometry as XYZ:
```
17
Properties=species:S:1:pos:R:3:lowdin_charge:R:1
H 0.780 -0.004 2.085 0.081
H 1.923 0.896 -0.909 0.129
C 0.945 -0.689 1.240 -0.020
H 0.616 -1.745 1.515 0.091
H 1.963 -0.890 0.876 0.074
C -1.139 0.968 0.308 -0.435
Br -3.133 0.500 0.181 0.566
C 1.056 1.701 -0.770 -0.042
C -0.116 -0.438 0.099 -0.380
H 1.027 2.292 -1.617 0.036
H -0.937 1.591 1.159 0.070
H -1.531 -3.548 -0.910 0.015
H 1.212 2.367 0.140 0.109
C -0.758 -1.588 -0.405 -0.183
C -0.155 0.795 -0.763 -0.389
H -0.589 0.460 -1.685 0.136
C -1.163 -2.667 -0.546 0.142
```

The value obtained for the relative energy (zero: lowest compared OMol25 entry of this formula, charge and spin) is 351.6 kJ/mol. The value obtained for the largest force on an atom is 0.084 Eh/bohr. The HOMO-LUMO gap comes out at 9.44 eV. The SMILES is C#C[C@@]1(C)[C@H](C)[C@H]1Br. As for the total energy: -77443.1451 eV.

Density functional theory data (ωB97M-V with the def2-TZVPD basis set) for an isolated ion of composition C7H9BrClN4 and charge +1 in a non-equilibrium geometry.

Geometry as XYZ:
```
22
Properties=species:S:1:pos:R:3:lowdin_charge:R:1
C 1.887 1.673 0.611 -0.014
H -0.577 -1.671 1.865 0.143
C 0.688 1.222 0.040 -0.396
Cl -0.883 3.337 -0.037 0.675
H -0.082 -2.258 -3.004 0.078
H 1.176 -1.456 0.490 0.161
C 0.260 -1.050 -1.304 -0.362
Br -3.617 -1.000 0.448 0.857
H 2.717 0.980 0.396 0.116
N -1.679 0.922 0.648 0.032
N 0.389 0.165 -1.971 0.174
H -1.210 -2.454 0.387 0.103
N 0.565 1.148 -1.283 0.119
H 2.201 2.738 0.174 0.177
H 1.677 1.991 1.706 0.139
C 0.061 -2.175 -1.982 0.202
C -0.514 1.689 0.743 -0.601
C -0.904 -1.471 0.816 -0.125
H -0.409 1.898 1.791 0.122
H -0.240 -2.993 -1.364 0.081
N 0.392 -0.921 0.101 0.058
C -1.897 -0.314 0.730 -0.740
```

The total charge is +1. The value obtained for the relative energy (zero: lowest compared OMol25 entry of this formula, charge and spin) is 86.4 kJ/mol. The value obtained for the largest force on an atom is 0.094 Eh/bohr. The HOMO-LUMO gap comes out at 8.92 eV. The SMILES is C=C1N=[N+]=C(C)[C@@H](Cl)/N=C(/Br)CN1. As for the total energy: -95918.7982 eV.